{
  "formula": "C35H56BBrCuN4O2P2S",
  "method": "ωB97M-V with the def2-TZVPD basis set",
  "de_lowest_kcal_mol": 15.3,
  "charge": -1,
  "e_homo_ev": -3.5,
  "e_tot_ev": -192036.3204,
  "lumo_ev": 2.022,
  "homo_lumo_gap_ev": 5.5,
  "symbols": ["Cu", "C", "C", "C", "C", "P", "C", "N", "B", "N", "C", "P", "C", "C", "C", "C", "C", "C", "C", "C", "C", "C", "C", "C", "C", "C", "C", "C", "C", "C", "H", "H", "H", "H", "H", "H", "H", "H", "H", "H", "H", "H", "H", "H", "H", "H", "H", "H", "H", "H", "H", "H", "H", "H", "H", "H", "H", "H", "H", "H", "H", "H", "H", "H", "H", "H", "H", "H", "H", "H", "H", "H", "H", "H", "S", "C", "N", "C", "C", "C", "N", "H", "H", "H", "H", "H", "H", "H", "H", "Br", "C", "C", "C", "C", "C", "C", "C", "O", "O", "H", "H", "H", "H"],
  "positions_angstrom": [[-0.832, 0.909, -1.065], [-2.685, 2.744, 1.533], [-3.713, 1.624, 1.751], [-4.716, 1.685, 0.588], [-4.431, 1.907, 3.070], [-2.827, -0.057, 1.587], [-1.361, 0.199, 2.718], [-0.196, 0.782, 2.076], [0.137, 0.888, 0.653], [1.432, 1.583, 0.691], [2.190, 2.095, -0.435], [1.747, 1.230, -2.030], [3.134, -0.071, -2.166], [3.456, -0.600, -0.763], [4.429, 0.339, -2.857], [2.489, -1.214, -2.971], [2.033, 2.642, -3.251], [1.690, 2.055, -4.631], [0.965, 3.702, -2.917], [3.407, 3.322, -3.284], [1.786, 1.897, 1.990], [2.859, 2.608, 2.502], [2.949, 2.784, 3.887], [1.983, 2.262, 4.734], [0.889, 1.551, 4.223], [0.790, 1.377, 2.851], [-3.729, -1.362, 2.653], [-5.144, -1.508, 2.078], [-2.969, -2.668, 2.363], [-3.796, -1.195, 4.174], [-3.220, 3.699, 1.476], [-2.135, 2.607, 0.601], [-1.958, 2.810, 2.349], [-5.171, 2.681, 0.534], [-5.516, 0.949, 0.693], [-4.205, 1.502, -0.361], [-4.746, 2.957, 3.083], [-3.778, 1.749, 3.931], [-5.326, 1.294, 3.188], [-1.105, -0.771, 3.157], [-1.680, 0.843, 3.543], [3.262, 1.996, -0.247], [1.990, 3.162, -0.565], [4.099, 0.083, -0.201], [3.990, -1.554, -0.858], [2.548, -0.780, -0.183], [4.925, 1.168, -2.348], [4.259, 0.618, -3.900], [5.117, -0.517, -2.854], [1.633, -1.624, -2.435], [3.219, -2.019, -3.130], [2.141, -0.870, -3.950], [0.658, 1.694, -4.638], [2.346, 1.219, -4.893], [1.791, 2.824, -5.406], [0.023, 3.253, -2.591], [0.752, 4.286, -3.818], [1.311, 4.397, -2.149], [4.138, 2.745, -3.849], [3.801, 3.491, -2.277], [3.312, 4.300, -3.771], [3.608, 3.033, 1.843], [3.781, 3.340, 4.303], [2.069, 2.410, 5.804], [0.128, 1.163, 4.888], [-5.114, -1.586, 0.987], [-5.774, -0.654, 2.340], [-5.623, -2.412, 2.473], [-2.689, -2.750, 1.311], [-3.601, -3.527, 2.619], [-2.053, -2.743, 2.954], [-4.468, -0.400, 4.479], [-2.810, -0.999, 4.604], [-4.169, -2.128, 4.619], [0.544, -2.581, 0.354], [1.794, -3.341, 1.145], [2.453, -4.407, 0.614], [3.357, -5.255, 1.376], [4.163, -4.386, 2.327], [3.200, -3.584, 3.184], [2.269, -2.873, 2.323], [2.015, -4.775, -0.212], [4.015, -5.776, 0.683], [2.805, -6.013, 1.945], [4.784, -3.701, 1.744], [4.810, -5.002, 2.952], [3.738, -2.859, 3.791], [2.666, -4.257, 3.866], [1.771, -2.074, 2.680], [-4.163, -2.035, -7.156], [-3.212, -1.613, -5.552], [-2.502, -2.621, -4.921], [-1.810, -2.309, -3.761], [-1.832, -1.014, -3.256], [-2.556, -0.013, -3.896], [-3.257, -0.324, -5.059], [-2.639, 1.439, -3.393], [-3.448, 2.172, -3.961], [-1.839, 1.789, -2.459], [-2.495, -3.624, -5.328], [-1.248, -3.079, -3.242], [-1.280, -0.793, -2.349], [-3.823, 0.459, -5.544]]
}